DFT (ωB97M-V/def2-TZVPD) results for one molecule with the formula C9H10N4 in a non-equilibrium geometry.

As for the total charge: 0. The value obtained for the calculated total energy is -15450.8405 eV. As for the largest force on an atom: 4.17 eV/Å. For the molecular weight, the calculation gives 174.207 g mol⁻¹. The calculation puts the HOMO energy at -0.277 hartree.

```
23
Properties=species:S:1:pos:R:3:forces:R:3:mulliken_charge:R:1
C 3.27493 0.44595 0.27974 0.916 -1.668 -0.421 -0.2260
N -0.25441 -1.77570 0.03122 0.860 -0.208 -1.997 -0.5241
C -0.97266 0.24761 0.62042 -1.498 -2.156 -1.278 0.5455
H 4.18352 0.73679 0.73433 0.839 1.379 0.110 0.3930
N 1.91491 -1.45537 0.04239 0.498 -0.087 0.329 -1.1528
H 1.69225 1.64486 -0.14108 0.098 0.665 -0.942 0.2624
C -3.18177 1.04705 0.36751 -0.967 0.029 -0.115 -0.3200
C 3.09421 -0.84157 0.50745 -2.649 -0.266 -0.671 -0.2933
C 2.51031 1.22183 -0.73896 1.722 1.277 0.468 -0.9423
C -3.61013 -0.10178 -0.37694 0.213 0.784 0.493 -0.4254
C -1.87795 1.23742 0.86996 -2.567 -2.482 -2.158 -0.8347
H 2.14347 0.68361 -1.62728 0.064 -0.210 0.682 0.3039
H -3.05024 -1.96617 -1.16841 0.592 -0.164 0.172 0.3662
C -2.69604 -1.11484 -0.59557 1.142 -0.166 1.043 -0.6526
N 0.36406 0.26644 0.71373 2.694 -0.175 0.808 -0.8339
H -3.91580 1.85168 0.54562 0.453 -0.479 -0.151 0.2918
H 0.24117 -2.44170 -0.66534 -2.105 1.025 1.249 0.3708
H -4.62490 -0.28677 -0.82039 1.024 0.848 0.729 0.3003
H -1.59063 2.12430 1.23742 0.871 3.063 1.537 0.5762
C -1.41423 -0.96379 0.00544 -0.258 -0.378 -0.919 0.4239
H 3.31491 1.93047 -1.09419 -1.475 -0.035 0.129 0.3339
N 0.80210 -0.88851 0.27899 -1.566 -0.717 0.291 1.6068
H 3.65294 -1.60179 0.99393 1.100 0.120 0.611 0.4305
```
Forces are in eV/Å.

DFT (ωB97M-V/def2-TZVPD) results for C45H50BiN6SSi2 as an isolated structure in a non-equilibrium geometry.

As for the total charge: -1. The value obtained for the calculated total energy is -88848.7106 eV. As for the largest force on an atom: 1.56 eV/Å. For the molecular weight, the calculation gives 972.156 g mol⁻¹. The calculation puts the HOMO energy at -0.095 hartree.

```
105
Properties=species:S:1:pos:R:3:forces:R:3:mulliken_charge:R:1
H -1.96620 3.54418 -1.28941 -0.175 0.109 0.142 0.1889
H 0.14370 -0.27992 5.43899 -0.009 -0.143 0.148 0.4869
H -5.25800 -0.15122 0.93799 -0.122 0.047 0.037 0.5045
H 1.12630 -0.27342 3.96819 0.214 -0.077 -0.059 0.1924
Si 0.54180 3.42708 -1.30341 -0.439 0.442 -0.522 -0.2253
H 5.46330 -4.86362 3.89989 0.066 -0.042 0.041 0.3690
C -0.00350 -0.63972 -4.79241 0.298 0.587 -1.351 0.1671
C 3.62710 -3.77902 4.11509 0.067 0.007 0.156 -0.5695
Bi 0.13590 -0.49352 0.38919 -0.215 1.073 -0.209 1.2536
C 4.55280 -4.53752 3.41749 0.085 0.019 0.024 -0.4366
H -0.55350 -2.01672 3.47139 0.111 -0.173 -0.044 -0.3760
H 5.01530 -5.45392 1.53619 0.071 -0.054 -0.037 0.3843
H 1.31320 4.36218 -3.55151 -0.170 0.216 -0.081 0.3885
C 0.14660 1.26198 -6.25281 0.069 0.084 -0.327 -0.5101
C 3.25670 2.85308 0.37249 0.153 0.133 0.059 -0.9350
H 0.06530 2.32628 -6.41571 -0.023 0.089 0.020 0.4092
H 3.81880 -3.51532 5.14739 -0.040 0.011 0.044 0.3998
C 0.73420 -3.92272 -0.41091 0.039 0.332 0.105 0.1626
H -5.79100 5.93668 -0.01571 -0.040 0.017 0.017 0.3680
C 1.50640 -3.47392 -1.47831 0.115 -0.094 0.131 -0.2082
H -1.38710 3.28278 -2.91541 -0.032 0.090 -0.284 0.5763
C -4.71510 -1.91312 -0.05841 0.188 0.261 0.083 -0.7431
C -2.71380 5.43028 1.27919 -0.002 -0.033 -0.031 -0.8070
H 0.19110 1.41278 2.37589 0.051 -0.111 -0.003 1.4012
H 1.45090 5.73558 -0.73091 0.179 0.040 -0.046 0.4405
H 3.20540 -1.81112 0.55989 0.011 -0.056 -0.052 -0.5526
H 1.68860 2.65148 -3.41401 0.013 -0.250 -0.125 0.2809
C -0.64850 0.72658 2.23369 0.263 -0.013 0.244 -2.7863
C 2.22460 1.88598 0.18869 -0.163 0.321 -0.207 0.4182
C 2.20490 -3.64802 2.15449 0.008 0.253 -0.049 0.4832
C 4.48680 2.47138 0.81669 -0.003 -0.045 -0.024 -0.6977
H 0.54240 1.24678 4.65579 0.093 0.139 0.010 0.4974
C 3.14740 -4.42292 1.48169 -0.252 0.000 -0.134 -0.2005
C 1.65300 3.58928 -2.86811 -0.317 -0.201 0.566 -1.2670
C 0.38820 -1.47632 -5.84641 -0.136 0.067 0.428 -0.5668
C 4.30420 -4.86132 2.09469 0.168 -0.114 0.076 -0.8638
C 4.73440 1.11708 1.06639 0.159 0.013 0.024 -0.7461
C -0.04470 -5.05932 -0.61041 -0.030 -0.008 0.219 -0.2159
H 0.47950 -2.54022 -5.67461 -0.009 -0.020 0.030 0.5245
N -3.92740 1.95788 1.05859 -0.630 -0.075 0.159 0.0796
C 0.29040 0.20368 4.47599 -0.275 0.015 -0.171 -2.0752
C -0.06300 -5.72082 -1.82281 -0.019 -0.152 -0.129 -0.6645
H -1.82930 5.96578 1.58929 0.143 0.086 0.021 0.4147
H -5.82890 3.48498 0.15009 -0.064 -0.032 -0.008 0.3864
H 5.71680 0.76808 1.34749 0.047 -0.054 0.038 0.4400
C 3.68990 0.22658 0.92299 0.525 -0.024 0.079 0.0681
H -3.79600 7.20318 0.73809 0.020 0.008 0.073 0.3693
H -3.81250 -3.68362 -0.96461 0.052 -0.128 -0.063 0.4690
H 0.25730 5.22298 0.44989 0.000 0.036 0.153 0.2502
H 2.11230 -2.58442 -1.35951 0.053 0.135 -0.058 0.1925
H -1.53340 -2.93052 -0.45351 0.026 -0.090 -0.099 0.0517
H -0.68830 -6.59342 -1.95751 -0.032 -0.046 0.005 0.3783
N -0.52020 -1.61492 -2.48581 -0.070 0.116 -0.491 -0.1160
H -1.95400 -1.63802 4.45729 -0.013 -0.028 0.176 0.4768
H 3.82650 -1.51022 2.17689 -0.024 -0.067 0.081 0.1874
C -0.97400 0.10038 3.61549 -0.084 -0.221 0.354 2.7015
N 2.46520 0.59988 0.56459 0.152 -0.401 0.230 0.1740
C 0.72280 -5.26302 -2.86691 0.055 0.021 -0.142 -0.5555
H -3.03240 0.78248 3.73019 -0.103 0.037 -0.028 0.2854
H -4.73500 1.56888 0.59589 0.212 0.117 -0.009 0.1089
H 1.76550 -2.74282 4.04199 -0.066 0.126 0.136 0.2615
S -1.19910 3.19778 1.59299 -0.112 -0.088 -0.111 -0.2732
H -5.73560 -2.26012 -0.15511 -0.083 0.038 0.056 0.3850
H -2.06440 -1.53912 2.70399 -0.096 -0.137 -0.095 0.1109
C -4.95500 4.03658 0.47509 -0.022 0.046 -0.111 -0.6767
H 0.71650 -5.77522 -3.81891 -0.009 -0.053 -0.079 0.3647
H 0.72550 0.84598 -8.27751 0.018 0.034 -0.037 0.3738
C -2.37750 -2.30802 -0.20461 -0.302 -0.196 0.050 -0.2695
H 2.67210 3.83068 -2.57891 0.228 0.047 0.079 0.3647
H -0.65620 -5.42352 0.20269 -0.125 -0.042 0.096 0.4182
C -4.93280 5.41418 0.38609 -0.059 0.023 0.055 -0.5772
H -0.26240 5.82778 -1.10891 -0.143 0.012 -0.165 0.4304
H 5.27640 3.20038 0.95699 0.005 0.053 -0.030 0.3990
C -1.22980 3.00548 -1.87631 0.566 0.238 0.094 -0.7763
C -0.12030 0.74028 -5.00531 0.010 -0.464 0.254 -0.3151
C -3.08810 -0.23422 0.66829 0.524 0.886 0.150 0.5625
C 0.64720 -0.93682 -7.08901 0.053 0.125 -0.241 -0.5359
C -3.64210 -2.73342 -0.48751 -0.002 -0.332 -0.167 -1.3142
N -2.07250 -1.14762 0.38159 0.046 -0.121 0.230 0.7002
H -0.42120 -3.65422 1.92579 -0.286 0.101 0.062 -0.5083
H -1.85960 1.95438 4.33789 -0.032 0.165 0.019 0.3129
C -3.81680 6.12378 0.80999 -0.032 0.127 -0.069 -0.8077
C 0.49570 5.22768 -0.61021 0.153 -0.622 -0.009 -1.2212
H 0.94890 -1.58232 -7.90301 -0.002 -0.026 -0.007 0.3841
Si 0.68190 -2.95492 1.23039 0.370 -1.496 0.216 1.0471
C -2.83550 1.05368 1.10159 -0.633 -0.793 -0.644 0.0531
C -2.10560 0.89648 4.28819 0.201 -0.035 -0.121 -1.9745
C 3.92770 -1.23682 1.12959 0.045 0.170 0.034 -0.4040
H 4.92940 -1.51022 0.80459 0.080 -0.045 -0.001 0.5454
H -1.43700 1.94508 -1.76971 0.003 -0.279 0.059 -0.0078
C -4.44290 -0.71772 0.51329 -0.562 -0.107 -0.094 -1.3321
N 1.04600 2.13888 -0.32641 -0.201 0.210 -0.084 0.0736
N -1.72240 1.54228 1.75109 0.541 0.670 -0.230 1.3173
H 2.96250 -4.67782 0.44979 0.084 -0.080 -0.158 0.3248
C -2.70300 4.04388 1.31299 -0.090 -0.448 -0.090 1.0862
H 2.12910 -3.77402 -3.50241 0.013 0.015 -0.040 0.5185
H -2.27370 0.52728 5.30029 0.079 -0.065 0.104 0.5444
C -1.41410 -1.36312 3.55229 0.009 0.247 0.091 -0.8626
C -3.84770 3.31938 0.93669 0.039 0.225 0.278 -0.1917
C 0.52410 0.43098 -7.30011 -0.017 -0.083 0.170 -0.4073
H 3.02300 3.87768 0.13669 0.025 0.235 0.003 0.3612
H -0.41200 1.37678 -4.18471 -0.039 0.092 0.098 0.7198
C 2.47370 -3.34222 3.48739 -0.249 0.005 0.017 -0.3195
C -0.28560 -1.17792 -3.52451 -0.306 -0.482 1.215 -0.1174
C 1.51330 -4.13962 -2.68961 0.154 -0.063 -0.171 -0.5787
```
Forces are in eV/Å.

DFT (ωB97M-V/def2-TZVPD) results for C22H37ClNO2P3Pd as an isolated structure in a non-equilibrium geometry.

The spin multiplicity is 5. As for the total charge: +4. The value obtained for the calculated total energy is -72818.0435 eV. As for the largest force on an atom: 5.59 eV/Å. For the molecular weight, the calculation gives 582.338 g mol⁻¹. The calculation puts the HOMO energy (spin up / spin down) at -0.751 / -0.736 hartree.

```
67
Properties=species:S:1:pos:R:3:forces:R:3:mulliken_charge:R:1
C 3.35256 -0.60986 1.72956 -1.283 0.178 0.103 -1.1605
H 4.76896 0.59684 -0.43694 -0.146 -0.329 0.088 0.4725
H 0.89806 -2.48176 0.54566 0.039 0.157 -0.425 1.5378
H -2.21374 -2.02676 2.51866 0.052 -0.023 0.149 0.2617
C 1.01326 1.67804 1.36986 2.253 2.686 1.794 -0.2413
C 0.96696 -3.01436 2.61076 -0.149 0.160 1.062 -1.3162
H 3.72296 1.83834 0.24716 -0.073 -0.047 0.105 0.4649
H 4.32766 -1.98486 -0.34644 -0.069 0.349 0.277 0.5197
H 0.08686 4.38814 1.40696 0.028 -0.027 -0.033 0.4694
H -1.24494 -2.05566 -3.39864 -0.306 -0.302 0.287 0.6829
C 1.31706 -0.06366 -3.33334 3.441 -0.787 1.169 -0.4429
P -0.81344 2.91354 -0.41704 -1.855 5.183 -0.945 0.7122
H 1.32236 2.01514 -3.53964 -0.014 0.215 -0.095 0.5018
C 0.72716 1.13464 -3.35834 1.209 1.610 -1.094 -0.6956
C 0.75626 -2.58086 3.90966 0.547 -1.608 -0.531 -0.4433
H -1.42314 5.03294 0.79316 -0.105 -0.250 -0.500 0.5129
C 0.06856 -0.44906 3.02706 0.273 -0.490 -2.486 -0.9896
H -3.61914 -1.13836 1.92166 0.014 0.022 -0.014 0.4709
Pd -0.10774 0.36144 0.04386 -0.212 0.376 -0.663 0.1402
C 0.62666 -1.20636 -3.09724 1.400 -1.382 -1.273 -0.6715
H 2.37906 -0.11536 -3.50544 0.430 -0.020 0.304 0.6962
H 3.56946 1.40174 -1.44694 -0.082 -0.073 -0.090 0.3266
C 0.71996 -2.14146 1.54416 -0.325 0.458 1.101 -1.8669
C -0.69554 -1.13756 -3.27434 -2.574 -2.313 1.098 -0.4312
H -0.26634 0.54704 3.26456 -0.089 0.274 -0.359 0.7217
H 4.43596 -0.64266 1.61526 -0.103 0.099 -0.410 0.5642
O 1.59666 2.34364 2.08836 -1.286 -1.518 -1.512 -0.1118
P -1.99494 -1.55316 0.04916 -3.026 -3.250 -0.053 0.9086
H 0.01806 4.00924 -2.52894 0.035 -0.230 0.013 0.3457
H -2.28294 -4.03316 -0.13134 -0.217 0.285 0.040 0.5673
H -2.77524 4.31964 -1.08174 0.490 0.108 0.095 0.4616
H 3.12316 0.18154 2.44116 0.010 0.082 0.101 0.3377
H -0.79314 -3.63476 0.72036 -0.276 -0.135 0.031 0.3989
H -3.28884 2.94704 -0.10394 0.074 -0.006 0.095 0.4471
O -2.56184 1.25964 2.09056 1.805 -0.747 -1.511 -0.1211
H -2.91424 2.71844 -1.80454 0.089 -0.052 -0.079 0.3241
H 2.74576 -2.76896 -0.35434 0.070 -0.074 -0.101 0.3270
C -2.90604 -1.92726 1.68406 0.753 1.095 0.035 -1.3000
C -3.62544 -1.58746 -0.92534 0.899 0.581 -0.480 -1.2566
C 0.10066 4.21054 -1.46244 0.457 -1.217 -0.432 -1.2679
H -4.14324 -0.63456 -0.81424 0.052 0.047 0.006 0.4237
H -3.46974 -2.85766 1.61506 0.204 -0.019 -0.404 0.5176
C 0.30956 -1.28526 4.12256 -0.283 0.610 2.818 -0.6304
C -1.73424 0.94194 1.37396 -3.184 1.313 1.669 -0.1222
C -1.36084 0.04314 -3.30424 -2.018 -1.076 -0.931 -0.6848
H -0.31114 5.20614 -1.29764 -0.342 -0.196 0.441 0.4814
H 0.94746 -3.24376 4.74376 0.007 -0.042 0.109 0.6156
H 3.31546 -1.86396 -1.76684 -0.190 0.035 -0.027 0.4234
H -0.85364 -3.53036 -1.03154 0.030 0.048 -0.147 0.3890
C -1.42644 -3.35896 -0.12284 0.586 0.875 -0.458 -1.3567
C 3.75776 1.00324 -0.45234 -1.102 0.044 -0.346 -1.2331
H 3.04726 -1.56096 2.16506 0.119 0.013 -0.002 0.3148
H 1.32686 -4.01746 2.42256 0.019 -0.063 -0.044 0.6145
N 0.25626 -0.87326 1.72056 0.104 -1.062 4.152 2.9592
H 1.15596 4.23024 -1.18854 0.014 -0.034 -0.009 0.4308
H 1.10846 -2.17036 -3.07424 0.230 -0.131 -0.051 0.5541
P 2.49276 -0.32376 0.04996 4.589 -0.401 -0.324 1.0106
H -2.42824 0.09144 -3.44554 -0.189 -0.123 -0.090 0.4969
H -1.11064 2.02934 -3.85774 -0.162 0.419 0.078 0.6737
H -4.28304 -2.37656 -0.56104 0.304 -0.077 0.348 0.4918
C -0.61734 1.12984 -3.52934 -1.382 3.677 0.898 -0.3609
H -1.44974 3.67384 1.90456 -0.040 0.032 0.086 0.3718
Cl 0.05026 -0.70096 5.75656 0.345 -0.731 -2.521 0.1417
C -0.91024 4.11094 1.06606 0.668 -1.329 0.605 -1.2926
H -3.46304 -1.77766 -1.98474 0.143 0.135 -0.028 0.3741
C -2.61824 3.25554 -0.90594 0.277 -1.373 -0.197 -1.2151
C 3.29446 -1.88456 -0.67884 -0.974 0.374 -0.490 -1.2460
```
Forces are in eV/Å.